Here is a 2-piece molecular cluster, C13H26ClNO7S overall from OMol25. Energies are from wB97M-V/def2-TZVPD.

Each atom is followed by the atoms it is bonded to, with distances in Å.
CARTESIAN COORDINATES (ANGSTROEM)
1 H 0.5145 -1.0666 -6.1826  C39 1.088
2 C 1.5137 2.4688 0.6233  C12 1.562, O15 1.426, Cl26 1.812, C49 1.519
3 C -1.4449 -4.0312 0.8293  H4 1.096, O5 1.416, H8 1.090, C21 1.519
4 H -0.4921 -4.4082 0.4404  C3 1.096
5 O -1.2231 -3.0156 1.7905  C3 1.416, C22 1.416
6 C 0.8185 -3.9925 2.7660  H10 1.091, H19 1.090, C22 1.519, H31 1.091
7 H 2.8301 3.1915 -0.8182  C49 1.089
8 H -1.9456 -3.5309 0.0003  C3 1.090
9 H -0.1238 0.1887 0.2333  C46 1.090
10 H 1.4534 -3.2782 2.2398  C6 1.091
11 C -0.9462 2.9331 0.1873  C12 1.520, H16 1.098, N18 1.453, H34 1.090
12 C 0.0415 2.1610 1.0461  C2 1.562, C11 1.520, O23 1.475, C46 1.512
13 H 0.3897 0.2484 1.9203  C46 1.086
14 H -1.8398 -5.7170 2.1513  C21 1.091
15 O 1.8547 3.6138 1.4012  C2 1.426, S32 1.608
16 H -0.5966 3.9714 0.1183  C11 1.098
17 H -1.0178 -0.2488 -5.7969  C39 1.088
18 N -2.2968 2.7928 0.7030  C11 1.453, H33 1.012, H42 1.011
19 H 1.2785 -4.2232 3.7273  C6 1.090
20 O 0.5860 -0.8006 -3.5712  C44 1.196
21 C -2.3074 -5.1792 1.3256  C3 1.519, H14 1.091, H24 1.090, H37 1.091
22 C -0.5684 -3.4118 2.9822  O5 1.416, C6 1.519, H35 1.090, H43 1.096
23 O -0.0712 2.7528 2.3924  C12 1.475, S32 1.569
24 H -2.4752 -5.8935 0.5190  C21 1.090
25 O 0.9091 1.3351 -4.1423  C28 1.434, C44 1.353
26 Cl 2.6842 1.1604 1.0703  C2 1.812
27 H -1.3010 0.5613 1.5362  C46 1.086
28 C 0.5489 1.8161 -2.8408  O25 1.434, C29 1.529, H30 1.090, H47 1.093
29 C 1.6947 1.6751 -1.8375  C28 1.529, H40 1.087, H41 1.090, C49 1.544
30 H 0.2252 2.8509 -2.9558  C28 1.090
31 H 0.7928 -4.9124 2.1808  C6 1.091
32 S 1.2146 3.5128 2.8726  O15 1.608, O23 1.569, O36 1.418, O45 1.420
33 H -2.3549 3.1322 1.6547  N18 1.012
34 H -0.9143 2.5167 -0.8195  C11 1.090
35 H -0.4933 -2.5022 3.5785  C22 1.090
36 O 1.9740 2.6775 3.7310  S32 1.418
37 H -3.2735 -4.8092 1.6711  C21 1.091
38 H 1.1880 3.6766 -1.1411  C49 1.089
39 C 0.0656 -0.1496 -5.8065  H1 1.088, H17 1.088, C44 1.498, H48 1.086
40 H 1.6203 0.7093 -1.3451  C29 1.087
41 H 2.6133 1.6523 -2.4233  C29 1.090
42 H -2.9346 3.3270 0.1292  N18 1.011
43 H -1.1933 -4.1107 3.5500  C22 1.096
44 C 0.5391 0.0598 -4.4009  O20 1.196, O25 1.353, C39 1.498
45 O 0.9011 4.8375 3.2760  S32 1.420
46 C -0.2805 0.6901 1.1884  H9 1.090, C12 1.512, H13 1.086, H27 1.086
47 H -0.3180 1.2479 -2.4956  C28 1.093
48 H 0.3596 0.6861 -6.4354  C39 1.086
49 C 1.8013 2.8342 -0.8229  C2 1.519, H7 1.089, C29 1.544, H38 1.089

As for the SMILES: CC(=O)OCCC[C@@]1(Cl)OS(=O)(=O)O[C@@]1(C)CN.CCOCC. The calculation puts the HOMO-LUMO gap at 10.17 eV. The calculation puts the calculated total energy at -53082.359 eV. The value obtained for the molecular weight is 375.9 u.